No. 1
A structure of composition C42H52F5GeInN4O3SSe2. Source: OMol25; level of theory: ωB97M-V with the def2-TZVPD basis set.

```
111
Properties=species:S:1:pos:R:3:forces:R:3
In -1.3401 -0.6868 0.4102 -0.1 -0.1 0.0
Se 1.1506 0.3470 -3.0729 0.1 0.1 0.1
Se 2.5704 1.8227 -1.9016 0.0 0.0 0.0
Ge 0.9832 -1.5416 1.1297 0.1 0.1 0.1
S -3.3637 -0.7854 1.9372 0.1 -0.1 -0.1
F -3.4373 -6.0404 -2.4772 0.0 0.0 0.0
F -3.4105 -3.7674 -3.9702 0.0 0.0 0.0
F -2.5687 -1.4646 -2.9159 0.0 0.0 0.0
F -1.7207 -3.6690 1.1806 0.0 0.0 0.0
F -2.5870 -5.9733 0.1054 0.0 0.0 0.0
O 4.6955 -1.1554 -5.6581 0.0 0.0 0.0
O 3.3441 -2.5308 -3.2966 0.0 0.0 -0.1
O -2.2518 0.7076 -1.1462 0.0 0.0 0.0
N -1.4215 0.1037 3.6677 -0.1 0.0 0.0
N -1.0639 0.8671 2.5936 0.0 0.0 0.0
N -2.8699 -1.4608 4.4383 0.0 0.0 0.0
N -0.4897 2.3473 0.4541 0.0 0.0 0.0
C 2.6046 0.1110 -4.3496 -0.1 -0.1 -0.2
C 0.7239 1.6865 5.0335 0.0 0.0 0.0
C 1.0232 4.6655 0.6521 0.0 0.0 0.0
C -4.6356 2.7552 -4.1404 0.0 0.0 0.0
C -2.1443 -2.4572 -0.8024 0.0 0.0 -0.1
C -6.3559 2.7788 -2.4773 0.0 0.0 0.0
C 0.5353 3.3668 6.7426 0.0 0.0 0.0
C -0.0884 2.4388 4.1921 0.0 0.0 0.0
C 5.0435 -0.2318 -4.6406 0.0 0.0 0.0
C -2.5665 -2.5563 -2.1087 0.0 0.0 0.0
C 1.0417 2.1521 6.2992 0.0 0.0 0.0
C 4.5952 -1.6697 4.4321 0.0 0.0 0.0
C 2.5467 -4.6226 2.2751 0.0 0.0 0.0
C -0.4189 1.9454 2.8271 0.0 0.0 0.0
C 4.2103 1.0793 -2.7062 0.0 0.0 0.0
C 3.9144 -0.1259 -3.6042 0.0 0.0 0.0
C 2.6982 -4.9204 0.7877 0.0 0.0 0.0
C -2.5920 -4.8517 -0.6241 0.0 0.0 0.0
C -0.5957 3.6538 4.6414 0.0 0.0 0.0
C 0.7621 3.8938 1.7734 0.0 0.0 0.0
C -2.4342 -0.6738 3.4204 0.0 0.0 0.0
C -5.5505 2.0678 -1.6025 0.0 0.0 0.0
C -6.1013 1.7145 -0.2421 0.0 0.0 0.0
C -3.7821 2.0566 -3.3027 0.0 0.0 0.0
C 3.3907 -1.0569 3.7291 0.0 0.0 0.0
C -5.9171 3.1269 -3.7482 0.0 0.0 0.0
C -4.2484 1.7100 -2.0142 0.0 0.0 0.0
C 3.6472 -0.8155 2.2474 0.0 0.0 0.0
C -6.8136 3.8695 -4.6968 0.0 0.0 0.0
C -0.2893 4.1139 5.9142 0.0 0.0 0.0
C -2.1668 -3.6451 -0.0998 0.0 0.0 0.0
C 2.7731 -3.6944 -0.1194 0.0 0.0 0.0
C 3.8622 -1.3664 -2.6933 0.0 0.0 0.0
C -3.0070 -3.7326 -2.6933 0.0 0.0 0.0
C -3.4531 0.9630 -1.0576 0.1 0.0 0.0
C 1.4756 -2.8839 -0.2352 0.0 0.0 0.0
C 2.4464 -0.2636 1.4715 0.0 0.0 -0.1
C -2.4222 1.6818 -3.8144 0.0 0.0 0.0
C 0.4979 4.2758 -0.5655 0.0 0.0 0.0
C -3.0210 -4.8914 -1.9394 0.0 0.0 0.0
C -0.2347 3.0968 -0.6086 0.0 0.0 0.0
C -0.0278 2.7546 1.6421 0.0 0.0 0.0
H 4.8864 0.8034 -1.8957 0.0 0.0 0.0
H -7.3521 3.0666 -2.1620 0.0 0.0 0.0
H 1.1535 4.1735 2.7409 0.0 0.0 0.0
H 5.9643 -0.5338 -4.1312 0.0 0.0 0.0
H 5.4716 -1.0238 4.3410 0.0 0.0 0.0
H -7.6645 4.3088 -4.1786 0.0 0.0 0.0
H -7.0950 2.1426 -0.1257 0.0 0.0 0.0
H 3.1418 -0.1030 4.2032 0.0 0.0 0.0
H 0.6067 -2.2204 2.4666 0.0 0.0 0.0
H 0.6236 -3.5629 -0.3411 0.0 0.0 0.0
H 2.5174 -1.7040 3.8539 0.0 0.0 0.0
H 4.8531 -2.6372 3.9950 0.0 0.0 0.0
H -1.2373 4.2391 3.9931 0.0 0.0 0.0
H -5.4785 2.0892 0.5707 0.0 0.0 0.0
H 3.9901 -1.7510 1.7945 0.0 0.0 0.0
H 3.3046 -1.1211 -1.7821 0.0 0.0 0.0
H 2.3877 -2.4352 -3.3703 0.0 0.0 0.1
H -7.1986 3.1928 -5.4624 0.0 0.0 0.0
H 2.7712 0.1024 0.4953 0.0 0.0 0.0
H 4.4887 -0.1177 2.1551 0.0 0.0 0.0
H 1.0851 0.7263 4.6933 0.0 0.0 0.0
H 1.4918 -2.3014 -1.1621 0.0 0.0 0.0
H 5.4759 -1.6426 -5.9309 0.0 0.0 0.0
H -3.9844 0.6117 -0.1670 0.0 0.0 0.0
H 3.0488 -4.0332 -1.1217 0.0 0.0 0.0
H 2.6756 1.0058 -4.9684 0.0 0.0 0.0
H 4.8851 -1.6036 -2.3904 0.0 0.0 0.0
H -2.3276 1.9683 -4.8608 0.0 0.0 0.0
H 2.6637 -5.5308 2.8689 0.0 0.0 0.0
H -3.4357 -2.2559 4.2009 0.0 0.0 0.0
H -6.2695 4.6641 -5.2076 0.0 0.0 0.0
H 3.3040 -3.9080 2.6115 0.0 0.0 0.0
H 1.8647 -5.5492 0.4571 0.0 0.0 0.0
H 5.2155 0.7564 -5.0853 0.0 0.0 0.0
H 4.4050 -1.8267 5.4947 0.0 0.0 0.0
H -2.2685 -1.5223 5.2442 0.0 0.0 0.0
H 2.0277 0.6076 1.9863 0.0 0.0 0.0
H 1.6788 1.5610 6.9448 0.0 0.0 0.0
H 0.7791 3.7276 7.7335 0.0 0.0 0.0
H 0.6685 4.8438 -1.4693 0.0 0.0 0.0
H 2.3559 -0.7320 -4.9925 0.0 0.0 0.0
H -0.6957 5.0563 6.2582 0.0 0.0 0.0
H -4.2906 3.0186 -5.1340 0.0 0.0 0.0
H -6.1897 0.6345 -0.1108 0.0 0.0 0.0
H 3.6000 -3.0520 0.2033 0.0 0.0 0.0
H -1.6268 2.1715 -3.2560 0.0 0.0 0.0
H 1.5696 -4.2015 2.5072 0.0 0.0 0.0
H 4.6590 1.8895 -3.2782 0.0 0.0 0.0
H -2.2437 0.6128 -3.7224 0.0 0.0 0.0
H 1.6277 5.5596 0.7348 0.0 0.0 0.0
H -0.6329 2.7311 -1.5476 0.0 0.0 0.0
H 3.6038 -5.5142 0.6332 0.0 0.0 0.0
```
Positions in Å, forces in eV/Å.

The energy relative to the best compared isomer or geometry (same formula, charge and spin) comes out at 198.5 kJ/mol. Its total energy is -10043.7833 Eh. The LUMO energy is -0.01794 Ha. The HOMO-LUMO gap is 7.26 eV. Its HOMO energy is -0.2846 hartree.

Mulliken population analysis, charges in e, atoms 1 to 2: 0.5552 0.2414



No. 2
A structure of composition C5H13F6N2OPd in a non-equilibrium geometry. Source: OMol25; level of theory: ωB97M-V with the def2-TZVPD basis set.

```
28
Properties=species:S:1:pos:R:3:forces:R:3
Pd 0.7708 0.6846 -1.2572 1.0 -0.2 0.9
F -0.4189 1.4631 3.4071 -0.7 -0.3 -0.2
F 1.1737 -0.7493 2.4769 -0.7 -0.4 -0.1
F -2.2140 0.1958 3.5377 0.4 0.6 -0.2
F -0.5976 -2.0109 2.7305 0.3 0.2 -0.1
F 0.3676 -1.8746 0.7748 -0.1 0.3 1.0
F -2.1931 1.9473 2.2037 0.5 -0.7 0.7
O -0.1272 0.9353 0.7019 -1.1 -0.5 1.4
N 2.3844 0.1241 0.0627 2.0 -2.0 0.0
N 1.7732 -0.3445 -2.8330 1.1 -0.9 -1.4
C -0.8539 0.3898 -2.3274 -1.3 1.5 -1.6
C -0.8954 0.0770 1.4090 1.1 1.1 0.9
C -1.4233 0.9229 2.6777 0.1 -0.5 -0.9
C 0.0079 -1.1369 1.8925 -0.1 0.3 -0.5
C -2.1135 -0.5498 0.7557 -0.5 0.0 -0.1
H 2.1800 0.6546 0.8845 0.1 0.4 0.5
H -2.7006 0.2254 0.2634 0.1 0.0 0.0
H 2.5556 0.2473 -3.1022 0.0 -0.3 -0.1
H -0.5398 0.9669 -3.2392 -0.9 -1.1 0.2
H 3.2824 0.3417 -0.4014 -0.7 -0.2 1.0
H -1.8091 -1.2888 0.0210 0.0 0.1 -0.2
H -1.3690 1.1094 -1.6816 -1.1 -0.6 -0.4
H -1.1853 -0.6480 -2.4116 -0.4 0.3 -0.2
H 1.1420 1.9846 -2.1263 0.3 0.9 -0.2
H -2.7332 -1.0383 1.5126 0.0 0.0 -0.1
H 2.0977 -1.2720 -2.5582 0.1 0.2 -0.2
H 2.2754 -0.9036 0.2718 0.5 1.7 -0.3
H 1.1629 -0.4529 -3.6457 0.1 0.1 0.3
```
Positions in Å, forces in eV/Å.

As for the charge: -1. As for the multiplicity: 3. The energy relative to the best compared isomer or geometry (same formula, charge and spin) comes out at 3.9 kJ/mol. Its total energy is -1110.0662 Eh. The LUMO energy (alpha / beta) is 0.12631 / 0.11704 Ha. The HOMO-LUMO gap (alpha / beta) is 4.15 / 6.74 eV. Its HOMO energy (alpha / beta) is -0.0261 / -0.1307 hartree.

Mulliken population analysis, charges in e, atoms 1 to 2: 0.1185 -0.2575



Q: What is the formula in the first record?
A: C42H52F5GeInN4O3SSe2



Q: Which formula does entry 2 have?
A: C5H13F6N2OPd



Q: What is the formula in the second record?
A: C5H13F6N2OPd



Q: The highest energy relative to the best compared isomer or geometry (same formula, charge and spin) belongs to which entry?
A: C42H52F5GeInN4O3SSe2